ORCA calculation (ωB97M-V/def2-TZVPD) on 2 unconnected molecules or ions with the total composition C4H10N2S in a non-equilibrium geometry.

Calculated values
E_tot ... -18117.92018 eV
HOMO-LUMO gap ... 7.1 eV
Energy relative to the best compared isomer or geometry (same formula, charge and spin) ... 7.664 eV
HOMO energy ... -8.0 eV
2S+1 ... 1

XYZ file:
```
17
Properties=species:S:1:pos:R:3:forces:R:3
C 0.73615 -0.79097 0.92451 2.4 1.9 1.8
C 0.66878 0.63119 0.27339 -2.1 -4.3 -2.2
C -0.32552 1.60287 0.52304 -3.2 3.9 -1.9
C -0.60495 0.54173 -0.60198 -0.6 0.9 1.5
H 2.62414 -1.46104 -0.31896 -3.8 -0.4 1.1
H 0.95868 -2.05945 -1.10682 2.3 2.1 4.4
H -0.35894 -1.14686 1.36465 3.4 0.4 -1.6
H 1.40495 -0.39426 1.83827 -0.9 -2.3 -1.4
H 2.30001 0.20912 -0.99695 -2.4 2.2 1.2
H 2.28049 1.51140 -0.00961 2.0 1.8 0.9
H -0.93763 1.51185 1.42336 0.0 0.0 -0.4
H -0.50059 2.71789 -0.07025 1.5 -3.1 2.3
H -0.40956 0.89887 -1.60282 -0.7 0.2 -0.1
H -2.47618 0.18211 1.52043 0.7 -1.4 -3.3
N 1.54534 -1.66590 -0.08253 -0.9 -1.4 -2.2
N 1.66692 1.02500 -0.57726 3.6 -1.6 -2.7
S -1.88862 -0.58702 -0.25854 -1.6 1.2 2.5
```
Forces are in eV/Å.

***

ORCA calculation (ωB97M-V/def2-TZVPD) on C4H10N2S in the gas phase in a non-equilibrium geometry.

Calculated values
E_tot ... -18122.91312 eV
HOMO-LUMO gap ... 9.0 eV
Energy relative to the best compared isomer or geometry (same formula, charge and spin) ... 2.672 eV
HOMO energy ... -8.2 eV
2S+1 ... 1

XYZ file:
```
17
Properties=species:S:1:pos:R:3:forces:R:3
C 1.35491 -1.10704 0.69266 -3.2 0.3 -1.7
C 1.30890 -0.21906 -0.60090 -0.3 0.0 1.4
C -0.28373 -0.14733 -1.17716 3.0 -1.8 1.5
N -0.98495 0.73227 -0.32372 -1.8 -1.8 -0.6
C -1.76573 0.17131 0.76024 4.0 -2.1 1.0
N -0.32968 1.85171 -0.00640 1.4 3.2 -2.6
S 1.46936 1.48388 -0.00002 0.2 0.5 0.0
H 0.72280 -0.53456 1.37996 0.4 -0.5 0.3
H 2.26775 -1.31025 1.14402 1.8 -0.1 0.5
H 0.80991 -2.04540 0.47384 0.5 0.1 0.2
H 2.20277 -0.43441 -1.25496 -1.5 0.2 0.0
H -0.08890 0.20141 -2.14133 -0.4 0.8 -1.7
H -0.67527 -1.17935 -1.18489 -0.1 0.7 -0.1
H -1.06767 0.10628 1.70680 -1.5 0.0 -1.4
H -2.54081 0.81195 0.97688 -2.1 1.0 0.5
H -1.99517 -0.87019 0.45302 -0.5 0.8 0.5
H -0.40450 2.48876 -0.89804 0.3 -1.3 2.3
```
Forces are in eV/Å.

***

ORCA calculation (ωB97M-V/def2-TZVPD) on C4H10N2S in the gas phase in a non-equilibrium geometry.

Calculated values
E_tot ... -18123.66235 eV
HOMO-LUMO gap ... 8.6 eV
Energy relative to the best compared isomer or geometry (same formula, charge and spin) ... 1.922 eV
HOMO energy ... -7.9 eV
2S+1 ... 1

XYZ file:
```
17
Properties=species:S:1:pos:R:3:forces:R:3
C -1.56296 -1.07735 -0.84045 -1.8 2.8 -0.1
N -0.34454 -1.05438 -0.12719 2.1 0.0 1.9
N -0.01140 0.21447 0.41287 1.1 0.3 -0.5
C -0.77441 0.97150 1.42139 -0.7 -0.7 -2.0
C 1.18538 0.75862 0.05082 -2.9 1.4 1.9
C 1.96523 -0.00336 -0.85086 2.4 -1.3 -1.9
S 1.55753 2.22591 0.73218 1.1 0.1 -0.5
H -1.54955 -0.23089 -1.62831 0.2 -1.2 1.2
H -2.42738 -0.81943 -0.16070 0.4 -0.5 -0.8
H -1.75831 -1.96715 -1.38737 0.1 -1.0 -0.1
H -0.08011 -1.76568 0.59404 -1.1 0.6 -1.2
H -0.14242 1.14191 2.27090 0.0 0.3 0.4
H -1.59496 0.31981 1.64122 -0.8 -0.1 0.4
H -1.09405 1.91595 0.90714 0.1 -0.7 1.0
H 2.41387 -0.80994 -0.22478 -0.5 -0.1 -0.7
H 1.33468 -0.41533 -1.72902 1.5 0.6 1.4
H 2.88341 0.59534 -1.08188 -1.0 -0.4 -0.6
```
Forces are in eV/Å.

***

ORCA calculation (ωB97M-V/def2-TZVPD) on C4H10N2S in the gas phase in a non-equilibrium geometry.

Calculated values
E_tot ... -18123.92955 eV
HOMO-LUMO gap ... 9.2 eV
Energy relative to the best compared isomer or geometry (same formula, charge and spin) ... 1.655 eV
HOMO energy ... -8.5 eV
2S+1 ... 1

XYZ file:
```
17
Properties=species:S:1:pos:R:3:forces:R:3
C 0.31149 2.01940 -0.32248 -0.9 -1.4 -0.4
C 0.24072 0.90289 0.70861 -0.9 -0.1 -0.9
N -0.58613 -0.23049 0.20022 -0.6 2.6 1.0
C -1.05702 -1.11691 1.23347 -1.7 0.4 -1.0
N -0.25236 -0.73710 -1.01972 1.4 -1.0 -1.0
C 0.87121 -1.49848 -1.23409 -1.3 0.6 0.3
S 1.36044 -2.15279 -2.64068 0.0 0.2 0.2
H -0.63318 2.55718 -0.43128 0.1 0.0 0.3
H 1.10255 2.66950 -0.10031 1.0 1.1 0.3
H 0.50439 1.54944 -1.27667 0.3 0.2 -0.4
H -0.18732 1.34901 1.60618 -0.3 -0.6 0.2
H 1.20926 0.51468 0.95868 0.9 0.0 0.2
H -1.77397 -1.80795 0.72717 0.7 0.1 0.8
H -0.22351 -1.56785 1.69984 0.8 -1.3 0.8
H -1.60665 -0.53464 2.01496 0.4 -0.4 -0.7
H -0.60826 -0.29411 -1.85157 -0.6 0.0 0.0
H 1.32833 -1.62179 -0.27233 0.8 -0.6 0.4
```
Forces are in eV/Å.

***

ORCA calculation (ωB97M-V/def2-TZVPD) on a molecular structure, C4H10N2Si in a non-equilibrium geometry.

Calculated values
E_tot ... -15166.19563 eV
HOMO-LUMO gap ... 9.5 eV
Energy relative to the best compared isomer or geometry (same formula, charge and spin) ... 1.749 eV
HOMO energy ... -8.7 eV
2S+1 ... 1

XYZ file:
```
17
Properties=species:S:1:pos:R:3:forces:R:3
C -0.63544 -2.21482 1.34165 0.9 -1.0 -2.0
C -0.26591 -0.30294 -2.52420 0.0 -3.7 0.1
C -0.78160 -0.96850 1.68898 1.9 2.5 -2.5
C -0.19910 0.73284 -1.70771 -0.1 0.2 -0.1
N 1.92437 0.55675 0.29507 -0.6 -0.4 -1.1
N -0.54183 2.10314 0.97333 1.1 -3.6 -2.9
Si 0.18070 0.68231 0.10482 -1.0 0.1 4.3
H -0.88186 -3.11816 1.89344 -0.1 0.2 0.2
H -0.15336 -2.33634 0.34270 -0.6 -0.7 0.8
H -0.52121 -0.27464 -3.55997 -0.1 0.9 -0.7
H -0.16723 -1.47106 -2.32712 0.1 2.7 0.6
H -1.07267 -0.70983 2.66555 -0.7 0.7 1.1
H -0.38831 1.69201 -2.20173 0.0 -0.1 0.4
H 2.31081 0.12379 1.15183 -0.1 0.4 -1.3
H 2.43926 0.46939 -0.61951 -0.4 -0.2 1.9
H -0.62975 2.96688 0.54772 -0.1 1.9 -0.6
H -0.61688 2.06920 1.93515 -0.2 0.1 2.0
```
Forces are in eV/Å.

***

ORCA calculation (ωB97M-V/def2-TZVPD) on 2 unconnected molecules or ions with the total composition C4H10N3 in a non-equilibrium geometry.

Calculated values
E_tot ... -8770.02671 eV
HOMO-LUMO gap ... 9.9 eV
Net charge ... +1
Energy relative to the best compared isomer or geometry (same formula, charge and spin) ... 4.572 eV
HOMO energy ... -13.3 eV
2S+1 ... 1

XYZ file:
```
17
Properties=species:S:1:pos:R:3:forces:R:3
C 2.03816 -0.15871 0.72066 -1.1 -0.3 0.3
C -1.61662 -0.78851 -0.13818 2.1 0.2 -3.0
C -1.29008 -0.12924 -1.33029 -4.0 -0.3 3.5
C -2.13739 1.06524 -1.80517 -1.6 0.4 -0.2
N 2.26611 -0.33117 1.84860 0.6 0.2 0.9
N 1.46077 -0.12068 -0.42227 1.3 -0.6 -2.8
N 2.79234 -0.18519 3.04790 0.3 -0.7 1.4
H -2.35878 -0.32721 0.44002 -0.9 0.5 0.9
H -1.19193 -1.74492 0.27325 -0.2 1.1 -0.8
H -0.66523 -0.50215 -2.06799 1.4 -1.0 -1.2
H -2.80178 1.54805 -0.96655 1.8 -0.7 -1.3
H -3.01342 0.74240 -2.53298 2.2 0.3 1.0
H -1.45144 1.79326 -2.34790 -1.3 -0.6 0.8
H 2.02179 -0.38481 -1.28301 -0.5 0.7 1.6
H 0.43436 -0.10374 -0.66781 0.4 0.2 1.3
H 2.62566 0.68259 3.59177 0.0 -0.7 -1.1
H 2.88747 -1.05522 3.63995 -0.4 1.3 -1.3
```
Forces are in eV/Å.

***

ORCA calculation (ωB97M-V/def2-TZVPD) on a gas-phase ion, C4H10N3 (charge +1) in a non-equilibrium geometry.

Calculated values
E_tot ... -8769.54263 eV
HOMO-LUMO gap ... 10.0 eV
Net charge ... +1
Energy relative to the best compared isomer or geometry (same formula, charge and spin) ... 5.057 eV
HOMO energy ... -13.6 eV
2S+1 ... 1

XYZ file:
```
17
Properties=species:S:1:pos:R:3:forces:R:3
C -3.35383 0.19097 -0.02095 -0.9 2.9 3.8
N -2.06040 0.09310 -0.50418 4.4 0.3 0.0
C -1.05203 -0.12652 0.24332 -2.8 -0.9 1.2
N 0.24046 -0.20608 -0.32964 1.6 -0.3 -1.9
C 0.99540 0.92270 -0.79691 0.7 -1.6 -3.2
N 1.54002 0.09074 0.26541 -1.2 1.0 1.0
C 2.72988 -0.80698 0.25498 -0.6 -1.8 1.4
H -3.46564 0.38519 1.18392 0.4 -0.7 -2.8
H -3.82413 1.04749 -0.51420 0.0 0.0 0.2
H -3.92460 -0.61052 -0.30786 -1.3 -2.2 -0.6
H -1.21427 -0.56434 1.27834 0.7 0.9 -0.8
H 1.57644 0.81573 -1.81146 -1.5 0.4 2.0
H 0.61264 1.86499 -0.47929 0.1 0.8 0.0
H 1.48590 0.69066 1.09233 0.1 -0.7 0.4
H 2.38499 -1.86926 0.60023 0.6 2.2 0.1
H 3.18966 -1.06140 -0.69587 -0.3 1.0 -0.4
H 3.40004 -0.24485 0.95196 -0.1 -1.1 -0.6
```
Forces are in eV/Å.